This record from the Open Molecules 2025 dataset describes the ion C6H8N with charge +1 at a distorted geometry. The level of theory is ωB97M-V with the def2-TZVPD basis set.

Values from the calculation:
**Charge**: +1
**Kohn-Sham gap (spin up / spin down)**: 7.97 / 8.52 eV
**HOMO level (spin up / spin down)**: -13.5 / -16.7 eV
**2S+1**: 3
**LUMO energy (spin up / spin down)**: -0.2050 / -0.3014 Ha
**Energy relative to the best compared isomer or geometry (same formula, charge and spin)**: 142.35 kJ/mol
**DFT total energy**: -7828.52536 eV

Bonds (Å) are listed after each position.
CARTESIAN COORDINATES (ANGSTROEM)
1 C 2.014 0.128 0.259  C3 1.339, C5 1.701, N7 1.261
2 C 0.077 1.108 -0.368  C3 1.511, C4 1.567, H8 1.096, H9 1.094
3 C 1.437 1.336 0.252  C1 1.339, C2 1.511, H10 1.074
4 C -0.290 -0.413 -0.435  C2 1.567, C5 1.505, C6 1.525, H11 1.099
5 C 0.830 -1.092 0.306  C1 1.701, C4 1.505, N7 1.386, H12 1.083
6 C -1.667 -0.741 0.132  C4 1.525, H13 1.088, H14 1.086, H15 1.087
7 N 2.050 -0.980 -0.342  C1 1.261, C5 1.386
8 H -0.622 1.552 0.350  C2 1.096
9 H -0.037 1.650 -1.311  C2 1.094
10 H 1.822 2.278 0.597  C3 1.074
11 H -0.262 -0.718 -1.490  C4 1.099
12 H 0.686 -1.611 1.246  C5 1.083
13 H -1.809 -1.819 0.165  C6 1.088
14 H -2.444 -0.323 -0.502  C6 1.086
15 H -1.784 -0.354 1.142  C6 1.087